1.
Density functional theory data (ωB97M-V with the def2-TZVPD basis set) for C2H3ClO2 as an isolated structure in a non-equilibrium geometry.

Results
molar mass	94.50	Da
energy above the lowest of the compared OMol25 structures with the same formula, charge and spin	204.7	kJ/mol
LUMO	0.808	eV
frontier orbital gap	0.4163	Eh

Geometry as XYZ:
```
8
C2H3ClO2, DFT ωB97M-V with the def2-TZVPD basis set
C 0.95 -0.09 -0.47
C -0.68 0.03 0.54
O 0.07 -1.08 0.03
O 0.09 0.95 -0.03
Cl -2.45 -0.01 -0.21
H 1.79 -0.14 0.15
H 1.27 0.17 -1.55
H -1.05 0.16 1.54
```


2.
Density functional theory data (ωB97M-V with the def2-TZVPD basis set) for a 6-piece molecular cluster, C36H29F41INO7 overall in a non-equilibrium geometry.

Results
molar mass	1493.45	Da
SMILES	CC[C@H](I)c1cc2c(cc1F)C(=O)NC2=O.FC(F)C(F)(F)COC(F)(F)C(F)F.FC(F)C(F)(F)COC(F)(F)C(F)F.FC(F)C(F)(F)COC(F)(F)C(F)F.FC(F)C(F)(F)COC(F)(F)C(F)F.FC(F)C(F)(F)COC(F)(F)C(F)F
LUMO	-0.468	eV
frontier orbital gap	0.3376	Eh

Geometry as XYZ:
```
115
C36H29F41INO7, DFT ωB97M-V with the def2-TZVPD basis set
C 4.28 -1.94 -3.53
C 5.07 -0.67 -3.85
C 4.24 0.66 -3.69
I 4.57 1.50 -1.75
C 2.77 0.36 -3.95
C 1.84 0.22 -2.99
C 0.58 -0.08 -3.36
C 0.27 -0.21 -4.68
C 1.18 -0.07 -5.65
C 2.44 0.21 -5.26
F 3.39 0.33 -6.17
C -1.22 -0.51 -4.74
O -2.05 -0.24 -5.58
N -1.51 -1.14 -3.44
C -0.67 -0.34 -2.55
O -0.96 0.03 -1.43
H 3.76 -1.87 -2.58
H 3.63 -2.25 -4.34
H 5.01 -2.74 -3.41
H 5.39 -0.70 -4.89
H 5.90 -0.64 -3.15
H 4.56 1.35 -4.46
H 2.07 0.34 -1.94
H 0.91 -0.18 -6.69
H -1.00 -2.02 -3.52
C 0.89 6.40 -3.49
C 1.71 5.15 -3.11
C 1.07 4.12 -2.19
F 0.75 4.63 -0.98
F 1.95 3.11 -1.98
F 2.91 5.54 -2.62
F 1.96 4.49 -4.28
O 1.12 7.62 -2.80
C 0.49 7.91 -1.60
C 1.48 8.03 -0.44
F 2.19 6.90 -0.28
F 0.79 8.25 0.71
F -0.51 7.04 -1.35
F -0.08 9.13 -1.76
H 1.20 6.63 -4.51
H -0.18 6.17 -3.56
H 0.16 3.70 -2.64
H 2.17 8.85 -0.61
C -3.67 -1.57 -0.59
C -4.41 -0.91 0.59
C -4.14 -1.47 1.99
F -4.49 -2.77 2.11
F -4.87 -0.78 2.90
F -5.74 -0.90 0.34
F -4.01 0.39 0.62
O -4.37 -2.54 -1.37
C -4.42 -3.87 -1.02
C -5.85 -4.33 -0.69
F -6.39 -3.60 0.30
F -5.82 -5.62 -0.29
F -3.56 -4.15 -0.02
F -4.02 -4.58 -2.10
H -3.49 -0.77 -1.30
H -2.68 -1.92 -0.31
H -3.08 -1.36 2.25
H -6.49 -4.24 -1.57
C 6.10 -7.10 -7.11
C 6.76 -6.90 -5.73
C 5.90 -6.31 -4.61
F 5.45 -5.07 -4.92
F 6.64 -6.20 -3.48
F 7.89 -6.18 -5.88
F 7.13 -8.14 -5.30
O 6.32 -6.12 -8.13
C 5.54 -4.99 -8.24
C 6.34 -3.70 -8.00
F 6.93 -3.70 -6.79
F 5.50 -2.64 -8.05
F 4.45 -5.06 -7.45
F 5.09 -4.95 -9.51
H 6.57 -7.99 -7.51
H 5.04 -7.35 -7.02
H 5.04 -6.95 -4.39
H 7.11 -3.59 -8.76
C 1.02 1.84 5.52
C -0.32 1.53 6.22
C -0.57 0.09 6.68
F -0.57 -0.79 5.66
F -1.79 0.01 7.27
F -1.34 1.96 5.46
F -0.33 2.28 7.36
O 1.03 1.91 4.10
C 1.20 0.79 3.31
C -0.04 0.51 2.46
F -1.14 0.35 3.22
F 0.13 -0.64 1.75
F 1.57 -0.28 4.04
F 2.21 1.05 2.46
H 1.26 2.86 5.82
H 1.83 1.22 5.90
H 0.18 -0.23 7.41
H -0.23 1.32 1.75
C -5.26 1.09 8.16
C -6.27 0.08 8.76
C -7.74 0.48 8.80
F -7.96 1.58 9.54
F -8.46 -0.53 9.36
F -5.84 -0.29 9.99
F -6.20 -1.03 7.98
O -4.51 1.91 9.06
C -5.00 3.10 9.54
C -5.19 3.08 11.07
F -6.02 2.09 11.44
F -5.73 4.25 11.47
F -6.12 3.48 8.90
F -4.07 4.05 9.28
H -4.50 0.48 7.69
H -5.71 1.67 7.36
H -8.13 0.65 7.79
H -4.23 2.93 11.56
```


3.
Density functional theory data (ωB97M-V with the def2-TZVPD basis set) for a 10-piece molecular cluster, C44H46Cl8N6O12 overall in a non-equilibrium geometry.

Results
molar mass	1134.51	Da
SMILES	O=[N+]([O-])c1ccccc1.O=[N+]([O-])c1ccccc1.O=[N+]([O-])c1ccccc1.O=[N+]([O-])c1ccccc1.O=[N+]([O-])c1ccccc1.O=[N+]([O-])c1ccccc1.ClCCCl.ClCCCl.ClCCCl.ClCCCl
LUMO	-0.753	eV
frontier orbital gap	0.3235	Eh

Geometry as XYZ:
```
116
C44H46Cl8N6O12, DFT ωB97M-V with the def2-TZVPD basis set
Cl -1.66 1.53 -5.53
C -1.00 0.05 -6.08
C 0.44 -0.17 -5.53
Cl 1.53 1.16 -5.78
H -1.02 0.24 -7.15
H -1.71 -0.64 -5.62
H 1.05 -0.95 -5.99
H 0.42 -0.42 -4.47
Cl 4.55 -2.71 -4.56
C 3.73 -2.77 -2.99
C 2.57 -1.81 -2.81
Cl 1.11 -2.68 -3.43
H 4.57 -2.47 -2.36
H 3.54 -3.83 -2.81
H 2.46 -0.82 -3.26
H 2.47 -1.56 -1.76
Cl -1.79 -0.40 -1.18
C -0.36 0.23 -0.23
C -0.10 -0.73 0.92
Cl 0.65 -2.23 0.42
H -0.40 1.28 0.08
H 0.54 0.19 -0.84
H -0.94 -1.00 1.56
H 0.57 -0.16 1.57
Cl -4.82 -2.22 0.73
C -4.29 -0.90 1.77
C -3.73 -1.46 3.06
Cl -2.86 -0.27 4.07
H -5.23 -0.36 1.90
H -3.51 -0.33 1.28
H -3.14 -2.37 2.92
H -4.63 -1.68 3.63
C -0.85 -5.84 -2.10
C -1.31 -4.73 -1.42
C -1.30 -4.71 0.01
C -0.64 -5.80 0.63
C -0.06 -6.79 -0.11
C -0.25 -6.95 -1.46
N -0.90 -5.93 2.11
O -1.56 -5.13 2.75
O -0.41 -6.96 2.58
H -1.01 -5.94 -3.17
H -1.72 -4.00 -2.09
H -1.78 -3.90 0.54
H 0.36 -7.64 0.41
H 0.19 -7.86 -1.86
C 0.63 -1.73 5.46
C 1.07 -2.35 4.23
C 2.31 -2.09 3.71
C 3.12 -1.12 4.29
C 2.64 -0.38 5.38
C 1.47 -0.82 6.07
N 4.43 -0.86 3.78
O 4.76 -1.11 2.62
O 5.21 -0.69 4.66
H -0.33 -2.06 5.83
H 0.45 -3.08 3.74
H 2.68 -2.69 2.89
H 3.19 0.39 5.90
H 1.22 -0.35 7.02
C -1.25 3.06 8.13
C 0.08 2.95 7.95
C 0.69 2.80 6.69
C -0.10 2.69 5.57
C -1.50 2.90 5.71
C -2.05 3.06 6.99
N 0.47 2.57 4.28
O 1.68 2.52 4.30
O -0.09 2.50 3.24
H -1.64 3.29 9.11
H 0.73 2.96 8.82
H 1.77 2.89 6.65
H -2.17 2.85 4.87
H -3.13 3.06 6.97
C -1.90 2.75 -2.15
C -0.51 2.84 -2.49
C 0.41 3.49 -1.72
C 0.01 4.22 -0.62
C -1.39 4.11 -0.27
C -2.36 3.41 -0.99
N 0.97 5.16 0.12
O 0.64 5.56 1.17
O 1.98 5.50 -0.50
H -2.44 2.14 -2.87
H -0.14 2.26 -3.33
H 1.42 3.55 -2.10
H -1.80 4.64 0.58
H -3.40 3.45 -0.73
C 6.29 4.69 -3.65
C 5.78 5.07 -2.39
C 5.01 4.15 -1.70
C 4.74 2.81 -2.10
C 5.43 2.39 -3.30
C 6.25 3.33 -4.00
N 4.25 1.82 -1.14
O 4.23 0.62 -1.52
O 3.84 2.12 -0.08
H 6.97 5.34 -4.17
H 5.87 6.05 -1.95
H 4.57 4.48 -0.77
H 5.41 1.44 -3.82
H 6.87 2.90 -4.78
C -5.02 -2.07 -4.90
C -5.07 -0.84 -5.41
C -5.06 0.25 -4.57
C -5.01 0.06 -3.16
C -5.06 -1.29 -2.76
C -4.95 -2.34 -3.61
N -5.11 1.13 -2.15
O -5.47 2.19 -2.58
O -4.97 0.92 -0.93
H -4.96 -2.90 -5.59
H -5.19 -0.70 -6.47
H -5.21 1.26 -4.90
H -5.14 -1.38 -1.68
H -4.85 -3.34 -3.21
```


4.
Density functional theory data (ωB97M-V with the def2-TZVPD basis set) for H4O2Sn as an isolated structure.

Results
molar mass	154.74	Da
energy above the lowest of the compared OMol25 structures with the same formula, charge and spin	0.0	kJ/mol
net charge	+1
multiplicity	2
LUMO (alpha / beta)	-6.133 / -5.972	eV
frontier orbital gap (alpha / beta)	0.2200 / 0.3835	Eh

Geometry as XYZ:
```
7
H4O2Sn, DFT ωB97M-V with the def2-TZVPD basis set
Sn 0.00 0.06 -0.03
O -1.04 -1.46 -2.35
H -0.59 -1.55 -3.19
H -1.97 -1.55 -2.55
O 1.16 1.28 2.38
H 1.09 0.99 3.29
H 1.35 2.22 2.44
```


5.
Density functional theory data (ωB97M-V with the def2-TZVPD basis set) for C4H5NO2 in the gas phase.

Results
molar mass	99.09	Da
energy above the lowest of the compared OMol25 structures with the same formula, charge and spin	345.9	kJ/mol
LUMO	0.566	eV
frontier orbital gap	0.3359	Eh

Geometry as XYZ:
```
12
C4H5NO2, DFT ωB97M-V with the def2-TZVPD basis set
C 1.51 0.81 -0.36
C 0.18 0.16 -0.11
C -0.10 -0.88 0.80
O -1.07 -1.82 0.19
C -1.78 -0.73 0.42
O -2.81 -0.48 0.96
N -0.96 0.46 -0.68
H 2.07 0.22 -1.09
H 1.41 1.83 -0.73
H 2.10 0.82 0.56
H 0.42 -1.25 1.66
H -0.97 0.87 -1.62
```


6.
Density functional theory data (ωB97M-V with the def2-TZVPD basis set) for an isolated ion of composition C5H8N and charge +1 in a non-equilibrium geometry.

Results
molar mass	82.13	Da
energy above the lowest of the compared OMol25 structures with the same formula, charge and spin	245.6	kJ/mol
net charge	+1
multiplicity	3
LUMO (alpha / beta)	-4.116 / -8.329	eV
frontier orbital gap (alpha / beta)	0.2657 / 0.3000	Eh

Geometry as XYZ:
```
14
C5H8N, DFT ωB97M-V with the def2-TZVPD basis set
C -1.32 -0.42 -0.04
C -0.19 -0.09 -0.68
C -0.35 0.06 2.27
C -1.37 -0.42 1.32
C 1.61 0.42 -2.37
N 0.67 0.07 -1.46
H -2.25 -0.80 -0.52
H -0.91 0.63 3.04
H 0.16 -0.64 3.01
H -2.28 -0.80 1.75
H 2.36 0.90 -1.94
H 2.01 -0.47 -2.96
H 1.26 1.11 -3.13
H 0.60 0.44 1.73
```


7.
Density functional theory data (ωB97M-V with the def2-TZVPD basis set) for C14H12N4O3S in the gas phase in a non-equilibrium geometry.

Results
molar mass	316.34	Da
energy above the lowest of the compared OMol25 structures with the same formula, charge and spin	0.0	kJ/mol
SMILES	CCc1nnc(NC(=O)CN2C(=O)c3ccccc3C2=O)s1
LUMO	-0.406	eV
frontier orbital gap	0.3225	Eh

Geometry as XYZ:
```
34
C14H12N4O3S, DFT ωB97M-V with the def2-TZVPD basis set
C 5.33 1.65 1.42
H 5.80 0.79 0.96
H 6.09 2.25 1.91
H 4.63 1.29 2.17
C 4.60 2.48 0.37
C 3.55 1.69 -0.32
N 3.25 0.48 -0.07
N 2.28 -0.03 -0.82
C 1.79 0.81 -1.67
N 0.80 0.59 -2.57
C -0.18 -0.38 -2.61
O -1.07 -0.30 -3.42
C -0.10 -1.50 -1.58
N -1.22 -1.36 -0.68
C -2.13 -2.38 -0.41
O -2.06 -3.49 -0.85
C -3.12 -1.78 0.51
C -4.23 -2.33 1.12
C -4.99 -1.51 1.94
C -4.64 -0.18 2.15
C -3.52 0.37 1.55
C -2.77 -0.44 0.73
C -1.55 -0.16 -0.06
O -0.92 0.87 -0.18
H -3.24 1.40 1.70
H -5.25 0.43 2.80
H -5.87 -1.91 2.43
H -4.50 -3.36 0.95
H -0.22 -2.46 -2.08
H 0.84 -1.46 -1.03
H 0.62 1.35 -3.23
S 2.57 2.39 -1.61
H 4.14 3.35 0.84
H 5.31 2.85 -0.37
```


8.
Density functional theory data (ωB97M-V with the def2-TZVPD basis set) for C4H6BrGdO2 as an isolated structure in a non-equilibrium geometry.

Results
molar mass	323.24	Da
net charge	+2
multiplicity	8
LUMO (alpha / beta)	-10.941 / -10.330	eV
frontier orbital gap (alpha / beta)	0.2230 / 0.2563	Eh

Geometry as XYZ:
```
14
C4H6BrGdO2, DFT ωB97M-V with the def2-TZVPD basis set
O 3.44 -0.11 0.05
C 2.28 -0.12 0.20
O 1.49 0.96 -0.15
C 0.22 1.03 0.46
C -0.80 0.18 -0.38
C -1.90 -0.60 0.23
Br -1.47 -2.00 1.32
H 1.70 -0.99 0.56
H 0.25 0.69 1.50
H -0.08 2.07 0.40
H -0.19 -0.54 -0.97
H -1.27 0.87 -1.11
H -2.77 -0.07 0.61
Gd -0.91 -1.36 -2.70
```


9.
Density functional theory data (ωB97M-V with the def2-TZVPD basis set) for C28H43F18GaO15PS2 as an isolated structure in a non-equilibrium geometry.

Results
molar mass	1126.43	Da
energy above the lowest of the compared OMol25 structures with the same formula, charge and spin	428.5	kJ/mol
net charge	-1
LUMO	1.327	eV
frontier orbital gap	0.1928	Eh

Geometry as XYZ:
```
108
C28H43F18GaO15PS2, DFT ωB97M-V with the def2-TZVPD basis set
O 2.42 -1.19 3.90
S 0.97 -0.61 4.07
O 0.10 -1.79 4.58
O 1.13 0.68 5.21
C 0.49 0.07 2.39
C -1.12 0.11 2.08
C -2.07 0.51 3.36
C -3.63 0.10 2.91
Ga -4.04 -1.89 3.31
P -2.38 -3.39 2.65
S -2.90 -4.02 0.85
H 0.22 0.82 5.60
H 1.05 1.10 2.24
H 0.96 -0.67 1.59
H -1.28 0.97 1.27
H -1.48 -0.88 1.54
H -2.06 1.68 3.49
H -1.86 -0.08 4.34
H -4.33 0.75 3.60
H -3.85 0.43 1.80
H -4.30 -2.10 4.91
H -5.41 -2.37 2.58
H -1.06 -2.80 2.47
H -2.17 -4.51 3.58
C -2.11 5.75 -2.94
C -0.75 5.28 -2.45
O -0.76 5.06 -1.04
C -1.38 3.91 -0.62
O -1.90 3.09 -1.38
C -1.30 3.76 0.90
F -1.67 4.90 1.56
F -0.03 3.48 1.32
F -2.09 2.76 1.38
H -2.43 6.64 -2.39
H -2.08 5.98 -4.01
H -2.88 4.98 -2.78
H -0.01 6.07 -2.65
H -0.41 4.38 -2.99
C 5.85 -0.39 1.66
C 5.87 0.35 0.34
O 5.73 -0.57 -0.76
C 4.46 -1.05 -0.97
O 3.49 -0.75 -0.29
C 4.43 -1.99 -2.18
F 5.42 -2.93 -2.15
F 4.59 -1.31 -3.36
F 3.26 -2.67 -2.29
H 6.62 -1.17 1.68
H 6.03 0.30 2.49
H 4.89 -0.89 1.83
H 6.84 0.84 0.21
H 5.10 1.13 0.29
C 0.44 -0.88 -6.34
C -0.91 -0.20 -6.28
O -0.82 1.07 -5.62
C -0.27 2.09 -6.36
O 0.14 1.96 -7.51
C -0.25 3.39 -5.56
F 0.26 3.24 -4.31
F -1.50 3.91 -5.40
F 0.49 4.37 -6.15
H 0.87 -0.97 -5.34
H 0.35 -1.88 -6.78
H 1.15 -0.30 -6.94
H -1.60 -0.81 -5.69
H -1.36 -0.08 -7.28
C 1.72 4.36 -9.86
C 0.21 4.16 -9.85
O -0.48 5.42 -9.97
C -0.49 5.98 -11.22
O 0.04 5.47 -12.21
C -1.27 7.29 -11.23
F -0.90 8.13 -10.22
F -2.61 7.09 -11.08
F -1.12 8.00 -12.39
H 2.01 5.07 -9.07
H 2.23 3.41 -9.70
H 2.06 4.79 -10.81
H -0.09 3.73 -8.90
H -0.11 3.47 -10.64
C 3.02 -0.87 7.38
C 2.90 0.45 8.12
O 2.27 0.27 9.40
C 3.04 -0.28 10.38
O 4.21 -0.62 10.22
C 2.27 -0.39 11.69
F 1.04 -0.96 11.53
F 2.05 0.83 12.26
F 2.91 -1.14 12.63
H 2.04 -1.35 7.29
H 3.44 -0.72 6.39
H 3.66 -1.58 7.92
H 2.27 1.13 7.54
H 3.87 0.94 8.24
C -2.90 -10.62 3.38
C -3.92 -9.87 2.55
O -4.57 -8.85 3.33
C -3.84 -7.72 3.57
O -2.69 -7.55 3.16
C -4.65 -6.71 4.37
F -5.24 -7.26 5.47
F -5.65 -6.15 3.64
F -3.89 -5.67 4.84
H -3.36 -11.04 4.28
H -2.45 -11.44 2.80
H -2.09 -9.96 3.72
H -4.70 -10.57 2.22
H -3.47 -9.44 1.65
```


10.
Density functional theory data (ωB97M-V with the def2-TZVPD basis set) for C19H24BrCuNSi as an isolated structure in a non-equilibrium geometry.

Results
molar mass	437.94	Da
energy above the lowest of the compared OMol25 structures with the same formula, charge and spin	0.0	kJ/mol
net charge	-2
multiplicity	2
LUMO (alpha / beta)	5.381 / 3.844	eV
frontier orbital gap (alpha / beta)	0.2111 / 0.1538	Eh

Geometry as XYZ:
```
47
C19H24BrCuNSi, DFT ωB97M-V with the def2-TZVPD basis set
C -1.19 -1.72 -3.87
C -1.28 -2.73 -2.86
C -1.89 -2.09 -1.68
H -0.97 -3.78 -2.96
C -2.10 -0.72 -2.01
C -1.69 -0.53 -3.35
H -1.78 0.41 -3.89
H -0.74 -1.84 -4.85
H -2.16 -2.55 -0.72
H -2.47 0.05 -1.37
Cu 0.06 -2.72 -1.42
Br 1.23 -3.41 0.38
C 2.19 1.24 -1.41
C 1.54 1.94 -2.47
C 1.50 1.12 -3.62
H 1.06 2.92 -2.35
C 2.08 -0.13 -3.25
C 2.52 -0.03 -1.93
H 2.82 -0.88 -1.32
H 2.22 1.52 -0.36
H 0.94 1.27 -4.53
H 2.00 -1.05 -3.82
C 3.03 -0.46 1.74
Si 1.44 0.30 2.42
C 0.84 -0.79 3.83
C 1.81 2.05 3.01
N 0.28 0.47 1.17
C -1.04 0.61 1.19
C -1.91 -0.42 1.63
C -3.25 -0.15 1.87
C -3.77 1.12 1.59
C -2.96 2.09 0.97
C -1.63 1.83 0.72
H 3.69 -0.54 2.60
H 3.47 0.20 1.01
H 2.86 -1.43 1.31
H 1.59 -0.76 4.64
H -0.11 -0.44 4.24
H 0.70 -1.85 3.55
H 2.25 2.70 2.24
H 0.88 2.55 3.34
H 2.51 2.05 3.87
H -1.48 -1.41 1.79
H -3.89 -0.94 2.27
H -4.82 1.34 1.80
H -3.39 3.06 0.69
H -0.98 2.53 0.20
```